C25H36N7PRu | wB97M-V/def2-TZVPD

Last column: Mulliken charge in e.
CARTESIAN COORDINATES (ANGSTROEM)
Ru: 0.08 -0.37 0.15  0.21
P: 2.68 -1.14 -1.51  0.41
N: -6.46 -0.59 -0.16  -0.35
N: -4.17 0.20 -0.02  -0.37
N: 1.87 -0.76 -0.20  -0.47
N: -1.81 -0.23 0.03  -0.67
N: 0.06 2.11 0.27  0.47
N: 0.08 1.40 2.48  -0.76
N: 0.13 0.20 2.13  1.11
C: 0.07 -0.77 3.11  0.40
C: 4.19 -2.84 0.13  -1.58
C: 1.54 -2.41 -2.45  1.95
C: 0.03 3.73 2.05  -0.51
C: 4.39 -1.87 -1.04  1.82
C: 0.07 -2.00 -2.32  -1.34
C: -0.02 -2.73 5.06  -0.47
C: 3.80 0.48 -3.63  -1.88
C: 5.05 -2.54 -2.24  -1.75
C: 2.81 0.52 -2.48  2.06
C: 0.04 -2.12 2.74  0.21
C: -0.01 -1.39 5.43  -0.73
C: 1.69 -3.76 -1.76  -1.84
C: -0.02 4.44 -0.23  -0.75
C: 0.00 4.76 1.13  -0.53
C: 5.25 -0.72 -0.52  -1.80
C: 1.41 0.84 -2.99  -1.53
C: 1.92 -2.53 -3.93  -1.81
C: 0.01 3.10 -0.61  -0.36
C: 0.07 2.41 1.58  0.21
C: 0.03 -0.41 4.47  -0.49
C: 3.19 1.60 -1.47  -1.77
C: -5.38 -0.21 -0.09  0.43
C: -2.99 -0.11 0.00  0.42
C: -0.02 -3.10 3.71  -0.85
H: -0.04 -1.12 6.47  0.42
H: 2.97 -2.76 -4.06  0.33
H: -0.18 -1.76 -1.24  0.32
H: 1.14 0.25 -3.86  0.15
H: 3.68 -3.76 -0.15  0.32
H: 0.67 0.71 -2.19  0.11
H: 4.83 0.38 -3.29  0.31
H: 0.02 3.91 3.11  0.57
H: 6.07 -2.81 -1.98  0.52
H: 1.35 -3.36 -4.36  0.52
H: 2.66 -4.21 -1.95  0.32
H: 3.64 -2.35 0.93  0.39
H: -0.05 -4.14 3.44  0.44
H: 1.67 -1.64 -4.50  0.32
H: -0.22 -1.17 -2.96  0.39
H: -0.56 -2.85 -2.59  0.51
H: 4.22 1.53 -1.13  0.36
H: 1.51 -3.68 -0.69  0.35
H: 0.94 -4.46 -2.16  0.60
H: 5.10 -1.86 -3.09  0.33
H: 4.54 -3.45 -2.53  0.28
H: 1.39 1.88 -3.31  0.73
H: 6.17 -1.13 -0.09  0.63
H: 0.05 -2.39 1.67  0.48
H: 3.59 -0.32 -4.33  0.34
H: -0.02 5.78 1.45  0.44
H: 5.17 -3.13 0.51  0.51
H: 0.03 0.64 4.73  0.47
H: 3.08 2.58 -1.93  0.51
H: -0.04 -3.50 5.82  0.43
H: -0.02 2.84 -1.65  0.50
H: 3.73 1.42 -4.17  0.52
H: -0.06 5.21 -0.98  0.48
H: 5.56 -0.04 -1.32  0.26
H: 4.74 -0.17 0.26  0.39
H: 2.53 1.56 -0.60  0.38

Output
- LUMO level (alpha / beta) (eV) = -9.16 / -9.17
- energy (eV) = -48790.9316
- HOMO-LUMO gap (alpha / beta) (eV) = 5.217 / 5.193
- HOMO level (alpha / beta) (eV) = -14.376 / -14.360
- net charge = +2



C25H36NNiO6PSe4 | wB97M-V/def2-TZVPD

Last column: Mulliken spin population.
CARTESIAN COORDINATES (ANGSTROEM)
Se: 3.95 -0.68 -1.33  0.16
Se: 2.74 -2.90 -1.83  0.01
Se: 3.85 0.53 -3.26  0.05
Se: 1.59 -2.84 -3.77  0.00
Ni: 2.33 -0.02 0.83  1.61
P: -0.39 0.08 -1.02  0.02
O: 2.70 1.95 1.37  0.03
O: 2.60 3.28 3.18  0.01
O: 3.68 -3.60 2.56  0.00
O: 3.38 -0.67 6.75  0.00
O: 0.91 0.47 -0.30  0.05
O: 2.80 -2.16 1.02  0.04
N: 2.82 -0.23 2.70  0.00
C: -1.24 2.73 2.20  0.00
C: -1.88 3.36 0.95  0.00
C: -2.54 -3.50 -0.45  0.00
C: 3.35 -0.50 5.43  0.01
C: 3.19 0.79 4.82  0.00
C: -0.69 -1.77 -0.84  0.00
C: -1.39 0.24 -3.73  0.00
C: -0.14 0.49 -2.87  -0.01
C: -0.25 -2.31 0.54  0.02
C: -0.20 2.98 -3.75  0.00
C: -1.80 1.13 -0.34  0.00
C: 3.13 -1.45 3.24  0.01
C: 3.20 -2.51 2.20  0.01
C: -1.39 2.63 -4.68  0.00
C: -1.37 -4.48 -0.25  0.00
C: 2.89 0.91 3.45  -0.01
C: -0.34 -3.85 0.66  0.00
C: 2.71 2.17 2.65  0.02
C: -2.30 0.69 1.09  0.00
C: 3.43 -1.64 4.60  0.00
C: -2.13 -2.22 -1.19  0.00
C: -1.47 2.63 -0.35  0.00
C: -1.52 1.23 2.30  0.00
C: 0.61 1.81 -3.20  0.01
C: -2.21 1.46 -4.11  0.00
H: -3.33 1.10 1.17  0.00
H: 0.02 -2.17 -1.58  0.00
H: 3.20 1.72 5.41  0.00
H: 1.38 1.57 -3.97  0.00
H: -2.21 -2.40 -2.27  0.00
H: 0.48 3.62 -4.31  0.00
H: 3.62 -2.63 5.00  0.00
H: -2.97 -3.28 0.54  0.00
H: -3.35 -3.97 -1.03  0.00
H: -2.41 -0.40 1.16  0.00
H: -0.58 0.66 2.46  0.00
H: -0.39 2.76 -0.44  0.00
H: -1.63 3.28 3.06  0.00
H: -1.04 -0.26 -4.64  0.00
H: -1.96 3.10 -1.22  0.00
H: -0.99 2.35 -5.66  0.00
H: 3.14 0.17 7.21  0.00
H: -1.70 -5.45 0.16  0.00
H: -0.89 -1.86 1.30  0.00
H: -1.51 4.38 0.86  0.00
H: -0.95 -4.69 -1.27  0.00
H: -2.15 1.06 3.18  0.00
H: -0.59 -4.03 1.73  0.00
H: -2.62 0.94 -1.03  0.00
H: -2.98 3.42 1.02  0.00
H: -2.82 1.79 -3.24  0.00
H: -2.00 3.54 -4.83  0.00
H: 0.65 -4.28 0.44  0.00
H: -0.55 3.61 -2.90  0.00
H: -2.09 -0.44 -3.24  0.00
H: -2.85 -1.42 -0.96  0.00
H: -2.94 1.16 -4.86  0.00
H: 0.61 -0.29 -3.09  0.00
H: 1.19 2.13 -2.31  0.00
H: 0.79 -2.00 0.71  -0.02
H: -0.16 2.95 2.18  0.00

Output
- spin multiplicity = 3
- LUMO level (alpha / beta) (eV) = 3.72 / 3.72
- energy (eV) = -352007.0309
- HOMO-LUMO gap (alpha / beta) (eV) = 3.912 / 3.939
- HOMO level (alpha / beta) (eV) = -0.189 / -0.216
- net charge = -2
- expectation value of S² = 2.02



C25H36NOPtSi | wB97M-V/def2-TZVPD

Last column: Mulliken spin population.
CARTESIAN COORDINATES (ANGSTROEM)
Pt: 0.39 -0.53 -0.12  1.40
Si: 1.67 0.63 -2.92  -0.01
O: -0.98 1.24 0.62  0.10
N: 0.43 0.96 -1.65  0.65
C: 3.15 -1.26 4.33  0.01
C: 1.84 -0.31 1.23  0.50
C: -0.34 2.03 -1.51  0.18
C: 2.89 2.03 -2.91  0.01
C: -1.29 0.90 2.94  0.00
C: -4.04 0.66 2.58  0.00
C: -1.13 2.21 -0.31  0.13
C: -3.23 0.93 1.49  0.01
C: -1.88 3.35 -0.11  -0.10
C: 2.66 -0.33 2.12  0.05
C: -1.73 -2.73 -1.03  -0.02
C: -2.69 -3.82 -0.53  0.04
C: -0.44 3.06 -2.50  0.14
C: -1.02 -2.15 0.17  0.52
C: -1.22 4.16 -2.30  -0.03
C: -1.93 4.32 -1.10  0.23
C: 3.67 -0.37 3.19  0.02
C: 2.50 -0.95 -2.38  0.08
C: -2.12 0.63 4.02  0.00
C: -3.49 0.51 3.85  0.01
C: 4.98 -0.94 2.63  0.01
C: -0.76 -3.29 -2.06  0.02
C: -1.87 1.05 1.70  0.00
C: 0.81 0.39 -4.56  0.01
C: 3.90 1.06 3.71  0.01
H: 1.78 -1.75 -2.18  -0.02
H: -3.66 1.01 0.50  0.00
H: 0.12 2.94 -3.41  0.00
H: 0.32 1.28 -4.93  0.00
H: -2.52 5.21 -0.94  0.01
H: -1.28 4.92 -3.07  0.00
H: -4.13 0.31 4.69  0.00
H: -0.36 -2.87 0.66  0.02
H: 2.99 1.47 4.15  0.00
H: -2.34 -1.95 -1.50  0.04
H: 1.55 0.07 -5.30  0.00
H: 2.94 -2.27 3.97  0.00
H: 2.47 2.98 -3.24  0.00
H: 2.24 -0.85 4.76  0.00
H: -5.11 0.56 2.44  0.00
H: -0.22 0.98 3.04  0.00
H: -2.41 3.49 0.82  0.00
H: 4.68 1.04 4.48  0.00
H: -3.40 -3.43 0.21  0.00
H: -1.29 -3.87 -2.82  0.00
H: -1.71 -1.72 0.90  0.00
H: 0.06 -0.40 -4.48  0.00
H: 3.72 1.79 -3.58  0.00
H: 4.23 1.72 2.91  0.00
H: -1.68 0.50 5.00  0.00
H: 3.91 -1.32 5.11  0.00
H: 3.14 -1.32 -3.18  0.01
H: 3.30 2.17 -1.90  0.00
H: 4.82 -1.95 2.25  0.00
H: 5.35 -0.33 1.81  0.00
H: -0.03 -3.95 -1.59  0.00
H: -3.26 -4.22 -1.37  0.00
H: -2.14 -4.64 -0.07  0.00
H: 3.12 -0.80 -1.50  0.00
H: 5.73 -0.98 3.41  0.00
H: -0.23 -2.50 -2.58  -0.01

Output
- spin multiplicity = 5
- LUMO level (alpha / beta) (eV) = -2.12 / -5.71
- energy (eV) = -41160.9642
- HOMO-LUMO gap (alpha / beta) (eV) = 8.497 / 6.065
- HOMO level (alpha / beta) (eV) = -10.616 / -11.776
- net charge = +1
- relative energy (zero: lowest compared OMol25 entry of this formula, charge and spin) (kcal per mole) = 2.9
- expectation value of S² = 6.05



C25H37AsNO5S3Si2Ti | wB97M-V/def2-TZVPD

Last column: Mulliken charge in e.
CARTESIAN COORDINATES (ANGSTROEM)
As: 0.22 2.02 0.25  0.19
Ti: 0.79 -0.25 0.41  -0.58
S: -0.09 -2.71 0.71  0.51
S: 1.56 0.17 -2.32  0.76
S: 2.85 -0.91 1.25  0.93
Si: -1.26 2.51 2.07  0.32
Si: 2.18 3.12 1.06  0.50
O: 1.55 -0.60 2.03  -0.06
O: 2.64 -2.20 0.62  -0.53
O: 2.61 0.11 0.12  -0.29
O: 4.03 -0.68 1.98  -0.66
O: 0.55 -0.60 -1.43  0.38
N: -0.85 -1.28 0.73  -0.13
C: -2.48 -5.68 3.19  -0.46
C: -0.68 2.99 3.81  -1.22
C: -1.54 2.43 -3.62  -0.83
C: -0.40 -3.40 -0.93  0.37
C: -2.25 3.97 1.36  -1.10
C: -1.13 -3.87 1.63  0.49
C: 0.56 1.50 -3.00  0.30
C: 1.22 2.67 -3.37  -0.23
C: -2.73 -4.32 3.34  -0.79
C: -2.04 -3.40 2.56  -0.15
C: -0.90 3.60 -4.00  -0.47
C: -0.82 -4.59 -3.38  -0.48
C: 1.53 -0.83 -3.83  -1.21
C: 0.48 3.72 -3.87  -0.76
C: -2.41 1.02 2.29  -0.94
C: 0.69 -3.88 -1.64  -0.07
C: 0.47 -4.48 -2.87  -0.68
C: -1.69 -3.49 -1.43  -0.47
C: 2.79 2.58 2.76  -0.85
C: 3.54 3.16 -0.25  -1.09
C: -1.56 -6.13 2.26  -0.80
C: -0.87 -5.22 1.47  -0.43
C: -0.81 1.37 -3.11  -0.17
C: -1.90 -4.08 -2.66  -0.87
C: 1.55 4.91 1.15  -1.18
H: -1.37 -7.19 2.14  0.41
H: 3.73 2.17 -0.66  0.21
H: -2.78 0.68 1.32  0.21
H: -1.55 3.28 4.40  0.42
H: -2.54 -3.12 -0.85  0.37
H: 3.50 3.31 3.16  0.42
H: -2.83 3.63 0.50  0.31
H: 3.28 3.84 -1.06  0.28
H: -0.13 -5.56 0.75  0.43
H: -1.55 4.73 0.99  0.31
H: -0.99 -5.08 -4.32  0.44
H: -3.01 -6.39 3.81  0.40
H: 1.97 2.49 3.47  0.14
H: 0.49 -1.08 -4.05  0.37
H: 2.11 -1.73 -3.65  0.43
H: 0.99 5.13 0.23  0.31
H: -3.45 -3.97 4.07  0.44
H: -1.47 4.43 -4.39  0.42
H: 0.87 5.08 1.99  0.25
H: 1.68 -3.78 -1.22  0.59
H: -1.82 -1.33 0.44  0.22
H: -2.92 4.43 2.08  0.39
H: 4.47 3.51 0.19  0.48
H: 3.31 1.63 2.70  0.22
H: 2.30 2.74 -3.26  0.43
H: 1.97 -0.24 -4.63  0.45
H: -2.20 -2.34 2.68  0.38
H: -2.90 -4.16 -3.06  0.47
H: 0.01 3.84 3.81  0.35
H: -2.61 2.34 -3.73  0.44
H: 1.30 -4.88 -3.44  0.51
H: -0.19 2.15 4.32  0.34
H: -3.28 1.27 2.91  0.58
H: 2.37 5.63 1.23  0.44
H: 0.97 4.65 -4.15  0.44
H: -1.29 0.46 -2.79  0.43
H: -1.87 0.20 2.77  0.01

Output
- LUMO level (eV) = -3.26
- energy (eV) = -170464.3820
- HOMO-LUMO gap (eV) = 7.579
- HOMO level (eV) = -10.843
- net charge = +1
- relative energy (zero: lowest compared OMol25 entry of this formula, charge and spin) (kcal per mole) = 40.0



energy of number 1 (C25H36N7PRu)?
-48790.9316 eV



Among the records above, which one has the highest net charge?
C25H36N7PRu



Look up the net charge of the second one.
-2